(1)
6 unconnected molecules or ions with the total composition C34H82N6O6. Source: the OMol25 dataset; level of theory: ωB97M-V/def2-TZVPD.

Properties
Kohn-Sham gap = 0.3197 hartree

Geometry as ORCA input:
```
! RIJCOSX wB97M-V def2-TZVPD def2/J DEFGRID3
* xyz 0 1
C 4.0446 5.9932 -0.6139
C 3.1541 4.8176 -0.1673
C 3.7543 4.3329 1.1453
C 1.7443 5.3393 0.1200
C 0.7757 5.4205 -1.0636
C 0.8682 4.2282 -1.9937
C 2.3115 3.8394 -2.3457
C 2.2934 2.4685 -2.9734
C 2.8644 4.8499 -3.3553
N 3.0806 3.6972 -1.1058
O 4.3896 3.2498 -1.4155
H 4.2762 6.6542 0.2239
H 4.9977 5.6581 -1.0315
H 3.6353 6.6407 -1.3930
H 3.5676 4.9501 2.0210
H 3.3492 3.3525 1.4479
H 4.8160 4.0710 1.1310
H 1.2916 4.6471 0.8444
H 1.8039 6.3258 0.5798
H -0.2396 5.5421 -0.6765
H 0.9349 6.3587 -1.6097
H 0.3709 4.3769 -2.9532
H 0.4015 3.3590 -1.5167
H 1.5697 2.3110 -3.7812
H 2.0941 1.6725 -2.2593
H 3.2471 2.1867 -3.4298
H 2.3111 4.7881 -4.2919
H 3.9143 4.6196 -3.5501
H 2.8189 5.8644 -2.9721
H 4.4800 2.4194 -0.9332
C -1.8425 1.9593 1.1363
C -1.6275 0.8866 2.2337
C -1.7343 1.5323 3.6116
C -2.6718 -0.2038 2.1833
C -2.4793 -1.1994 1.0587
C -1.0805 -1.7901 1.1147
C 0.0472 -0.7886 1.2102
C 1.3059 -1.4575 1.7102
C 0.3123 -0.2599 -0.2245
N -0.3035 0.2787 2.1286
O 0.7436 1.1886 2.3833
H -1.4148 2.9145 1.4496
H -1.3631 1.7167 0.1908
H -2.9137 2.0642 0.9567
H -1.0858 2.3976 3.7387
H -2.7540 1.9017 3.7604
H -1.5130 0.7827 4.3685
H -2.7006 -0.7636 3.1230
H -3.6834 0.2019 2.0864
H -3.1767 -2.0396 1.1054
H -2.6836 -0.7370 0.0854
H -0.8828 -2.4038 0.2292
H -1.0056 -2.5097 1.9385
H 2.2132 -0.8752 1.5343
H 1.4648 -2.4452 1.2618
H 1.2791 -1.6503 2.7859
H 1.0317 -0.8798 -0.7571
H 0.8496 0.6958 -0.1199
H -0.5996 -0.0225 -0.7660
H 0.8243 1.6711 1.5410
C 4.8411 -4.2671 -3.4060
O 5.2445 -2.9793 -2.9899
C 4.4771 -1.9287 -3.5161
C 4.6835 -0.6870 -2.6399
C 6.0896 -0.1217 -2.7948
N 4.4765 -1.0096 -1.2168
H 3.7677 -4.3867 -3.5683
H 5.1442 -4.9268 -2.5897
H 5.3905 -4.5762 -4.3008
H 4.7301 -1.7520 -4.5693
H 3.4093 -2.1910 -3.4761
H 3.9776 0.0698 -2.9902
H 6.2932 0.2973 -3.7885
H 6.8549 -0.8789 -2.6258
H 6.2222 0.7550 -2.1586
H 3.4969 -1.1309 -0.9902
H 4.9271 -1.9095 -1.0806
C -4.1232 -2.7301 -2.3519
O -3.3798 -3.8809 -2.0074
C -3.9837 -5.0948 -2.3904
C -2.9646 -6.1497 -2.7484
C -1.7777 -6.1846 -1.7705
N -2.4980 -5.9606 -4.1258
H -3.3786 -1.9374 -2.3193
H -4.9990 -2.6139 -1.7040
H -4.5422 -2.7364 -3.3684
H -4.6395 -5.4556 -1.5912
H -4.5898 -4.9732 -3.2962
H -3.4095 -7.1415 -2.6255
H -0.9392 -6.7636 -2.1541
H -2.0626 -6.5602 -0.7829
H -1.3963 -5.1733 -1.5953
H -1.8679 -6.6799 -4.4412
H -2.0973 -5.0318 -4.1662
C -10.2964 -4.2912 -1.0731
O -8.9465 -4.4247 -1.4115
C -8.0907 -3.6204 -0.6326
C -7.6100 -4.3257 0.6282
C -6.7529 -3.3892 1.4553
N -6.8900 -5.5442 0.3092
H -10.8998 -4.9024 -1.7490
H -10.6596 -3.2811 -1.3493
H -10.6341 -4.4647 -0.0477
H -7.2393 -3.3516 -1.2658
H -8.5775 -2.6585 -0.4027
H -8.4670 -4.5822 1.2605
H -5.9488 -2.9288 0.8753
H -6.3226 -3.8827 2.3291
H -7.3698 -2.6084 1.9088
H -7.3926 -6.2226 -0.2376
H -5.9411 -5.4129 0.0022
C 4.7159 5.2352 4.5831
O 4.3144 3.8988 4.6063
C 2.9385 3.6009 4.6693
C 2.6697 2.2640 5.3708
C 3.6120 1.1572 4.9350
N 1.2599 1.9132 5.1846
H 5.7084 5.2978 5.0361
H 4.1246 5.9786 5.1307
H 4.8267 5.5892 3.5525
H 2.3546 4.3694 5.2053
H 2.4793 3.6696 3.6686
H 2.8321 2.4584 6.4352
H 4.5332 1.6240 4.5909
H 3.2044 0.5053 4.1579
H 3.8480 0.4662 5.7461
H 0.6567 2.7203 5.3135
H 1.1069 1.6339 4.2155
*
```



(2)
7 unconnected molecules or ions with the total composition C6H26NO6. Source: the OMol25 dataset; level of theory: ωB97M-V/def2-TZVPD.

Properties
Kohn-Sham gap = 0.3582 hartree

Geometry as ORCA input:
```
! RIJCOSX wB97M-V def2-TZVPD def2/J DEFGRID3
* xyz 1 1
C 0.6811 -0.5998 0.8434
C 0.3000 -0.9634 -0.6050
C 0.7913 -0.0311 -1.7188
C -0.2677 3.6864 -1.9748
C -0.2987 2.2073 -1.7635
C 0.7999 1.4728 -1.5394
N 1.7979 0.4014 0.9379
H -0.1533 -0.3163 1.4615
H 1.0187 -1.5681 1.1881
H 0.7020 -1.9335 -0.8880
H -0.7866 -1.0109 -0.5873
H 1.7768 -0.3677 -2.0708
H 0.2904 -0.1764 -2.6794
H -1.1431 4.1818 -1.5605
H 0.5316 4.1573 -1.3906
H -0.1458 3.9726 -3.0145
H -1.2674 1.7095 -1.7586
H 1.6773 2.1215 -1.5856
H 2.3599 0.5058 0.0940
H 2.4497 -0.0179 1.6022
H 1.4902 1.3186 1.2575
H -4.3707 0.2345 -0.6432
H -3.7521 1.1443 0.3811
O -3.5361 0.5907 -0.3579
H 4.1389 -1.6340 -0.1564
H 4.6332 -0.3681 -0.9139
O 4.2375 -0.6840 -0.0960
H -2.7736 -3.0107 -1.9231
H -3.2380 -1.9226 -1.0566
O -2.8961 -2.8181 -0.9835
H -2.1647 -3.8965 0.6791
H -1.3680 -4.7706 1.6979
O -1.6556 -3.8876 1.4942
H -0.0365 3.0876 2.9448
H 1.2912 3.3554 2.3165
O 0.7787 2.6367 2.6944
H -0.7211 -2.1157 3.9916
H -0.7613 -2.7214 2.5877
O -0.4100 -1.9697 3.0954
*
```



(3)
A molecular structure, C50H46As2N5O4RuS. Source: the OMol25 dataset; level of theory: ωB97M-V/def2-TZVPD.

Properties
⟨S²⟩ = 0.953
Kohn-Sham gap (alpha / beta) = 0.1684 / 0.2024 hartree

Geometry as ORCA input:
```
! RIJCOSX wB97M-V def2-TZVPD def2/J DEFGRID3
* xyz 2 2
Ru -0.7632 0.4821 -0.2338
N -4.4831 -6.1076 1.1152
C -4.3286 -4.7597 1.1634
C -3.2406 -4.1387 0.5227
C -3.0809 -2.7713 0.5926
C -4.0075 -1.9990 1.2836
C -5.1012 -2.5920 1.9027
C -5.2571 -3.9586 1.8516
S -3.7702 -0.2583 1.4805
O -2.8084 -0.0468 2.5466
O -5.0193 0.4146 1.5658
N -2.8965 0.1865 0.1542
C -3.3649 0.3243 -1.1018
N -2.3505 0.4475 -1.9774
C -2.6300 0.7214 -3.2438
C -3.9343 0.8239 -3.6801
C -4.9194 0.6066 -2.7152
N -4.6412 0.3515 -1.4480
H -3.8332 -6.6838 0.6155
H -5.2654 -6.5516 1.5583
H -2.5358 -4.7479 -0.0304
H -2.2454 -2.2933 0.0954
H -5.8188 -1.9648 2.4160
H -6.0998 -4.4323 2.3385
H -1.7732 0.8574 -3.8920
H -4.1787 1.0501 -4.7061
H -5.9741 0.6527 -2.9630
C 1.7024 -1.2336 0.2045
C 1.4000 -1.2401 1.7052
As -0.4710 -0.6179 2.0701
C -0.2087 0.9890 3.1288
C -1.0504 2.0772 2.9093
C -0.9085 3.2279 3.6690
C 0.0954 3.3053 4.6228
C 0.9403 2.2250 4.8376
C 0.7839 1.0622 4.0999
C -1.0589 -1.8717 3.4161
C -1.0832 -3.2349 3.1370
C -1.5916 -4.1154 4.0761
C -2.0859 -3.6339 5.2806
C -2.0692 -2.2713 5.5504
C -1.5683 -1.3837 4.6149
As 3.1344 -0.0073 -0.4463
C 4.4561 -0.5206 0.9173
C 5.3185 -1.5721 0.6200
C 6.2560 -1.9975 1.5490
C 6.3404 -1.3679 2.7831
C 5.4773 -0.3261 3.0900
C 4.5430 0.1057 2.1586
C 2.7779 1.8037 0.1729
C 1.5622 2.3148 0.5940
C 1.3961 3.6612 0.8753
C 2.4723 4.5222 0.7415
C 3.7011 4.0320 0.3187
C 3.8495 2.6872 0.0272
H 0.7692 -1.0782 -0.3897
H 2.0734 -2.2053 -0.1225
H 2.0726 -0.5968 2.2710
H 1.4952 -2.2461 2.1131
H -1.8366 2.0019 2.1658
H -1.5769 4.0658 3.5170
H 0.2199 4.2092 5.2041
H 1.7145 2.2817 5.5909
H 1.4231 0.2071 4.2896
H -0.7067 -3.6066 2.1909
H -1.6090 -5.1768 3.8682
H -2.4936 -4.3202 6.0106
H -2.4616 -1.8923 6.4841
H -1.5830 -0.3197 4.8054
H 5.2602 -2.0529 -0.3512
H 6.9302 -2.8085 1.3075
H 7.0890 -1.6775 3.5000
H 5.5346 0.1629 4.0542
H 3.8923 0.9394 2.4002
H 0.6952 1.6348 0.7193
H 0.4380 4.0349 1.2033
H 2.3517 5.5731 0.9674
H 4.5395 4.7058 0.1994
H 4.8071 2.2997 -0.3048
C -0.4293 1.4339 -6.6502
O 0.3514 1.2161 -5.4749
C 0.4752 -0.0488 -5.0170
C -0.4258 -1.0685 -5.3081
C -0.1923 -2.3610 -4.8735
C 0.9660 -2.6698 -4.1731
C 1.8692 -1.6659 -3.8835
C 1.6189 -0.3504 -4.2606
N 2.6335 0.6154 -4.0308
C 2.5638 1.9073 -3.7998
C 1.5199 2.6954 -3.2655
C 1.5526 4.0798 -3.5690
C 0.6241 4.9531 -3.0865
C -0.3679 4.4762 -2.2181
C -0.3937 3.1577 -1.8503
C 0.5390 2.2020 -2.3423
O 0.6076 0.9723 -1.9026
H -0.1375 2.4102 -7.0270
H -1.4987 1.4455 -6.4327
H -0.2224 0.6759 -7.4063
H -1.3087 -0.8526 -5.8950
H -0.9062 -3.1372 -5.1146
H 1.1776 -3.6900 -3.8845
H 2.7911 -1.8882 -3.3630
H 3.5599 0.2530 -4.2110
H 3.4753 2.4442 -4.0441
H 2.3244 4.4351 -4.2419
H 0.6558 5.9995 -3.3531
H -1.1038 5.1593 -1.8131
H -1.1473 2.8332 -1.1360
*
```



(4)
C8H7N3O in the gas phase. Source: the OMol25 dataset; level of theory: ωB97M-V/def2-TZVPD.

Properties
Kohn-Sham gap = 0.3467 hartree

Geometry as ORCA input:
```
! RIJCOSX wB97M-V def2-TZVPD def2/J DEFGRID3
* xyz 0 1
C -2.1879 1.3045 0.1193
N -1.3198 0.1806 -0.0229
N -1.7804 -1.1055 -0.1361
C -0.6371 -1.8395 -0.2373
C 0.5129 -0.9973 -0.2293
C 0.0321 0.2323 -0.0423
O 0.8405 1.4627 0.0832
C 2.1632 1.2413 0.0225
C 2.7028 -0.0474 0.0435
C 4.1062 -0.0381 0.1165
N 5.2344 0.0752 0.2121
C 1.9766 -1.3529 -0.3373
H -2.8992 1.3170 -0.6120
H -2.7758 1.2950 1.1450
H -1.5584 2.1504 0.0362
H -0.7256 -2.9548 -0.3939
H 2.6913 2.0980 0.3323
H 2.2799 -2.0533 0.3774
H 2.0433 -1.6927 -1.3908
*
```



(5)
A molecular structure, C16H34FN6O9S2. Source: the OMol25 dataset; level of theory: ωB97M-V/def2-TZVPD.

Properties
Kohn-Sham gap = 0.3053 hartree

Geometry as ORCA input:
```
! RIJCOSX wB97M-V def2-TZVPD def2/J DEFGRID3
* xyz -1 1
C 1.4778 -0.4858 2.9751
C 0.3670 0.6162 2.9161
C -0.9048 -0.0973 2.4830
F -1.2941 -0.9679 3.4726
S -2.1638 1.1601 2.1131
O -2.1510 2.1299 3.1838
O -1.6934 1.7419 0.8692
N -3.6283 0.5101 1.7735
S -4.3931 -0.2466 2.9432
O -4.0399 0.0601 4.2953
O -5.8023 -0.2556 2.6645
O -3.9807 -1.9274 2.7939
C -3.2286 -2.2129 1.7763
N -2.4588 -2.3279 0.9237
H 2.4504 -0.1120 2.6696
H 1.5123 -0.8641 3.9962
H 1.1949 -1.3025 2.3071
H 0.6546 1.3753 2.1976
H 0.2471 1.0490 3.9063
H -0.6855 -0.6208 1.5510
C 2.2538 3.6886 1.1018
C 3.3321 3.0505 1.9465
O 3.0834 2.2186 2.7999
N 4.6214 3.4431 1.7207
C 5.1058 4.4108 0.7580
H 1.2882 3.2850 1.3915
H 2.2379 4.7687 1.2543
H 2.4176 3.4738 0.0448
H 5.2909 2.9820 2.3153
H 5.8069 3.9329 0.0699
H 5.6253 5.2215 1.2739
H 4.2865 4.8308 0.1851
C -4.6934 4.1534 2.9601
C -4.7600 5.5837 2.4915
O -3.9651 6.4425 2.8413
N -5.7735 5.9050 1.6330
C -6.8027 5.0316 1.1056
H -3.8486 4.0275 3.6281
H -5.6060 3.8911 3.4988
H -4.5609 3.4775 2.1147
H -5.7727 6.8718 1.3518
H -6.7452 5.0052 0.0152
H -7.7896 5.4040 1.3922
H -6.6859 4.0222 1.4841
C -0.5753 -3.0621 -1.9686
C 0.2578 -3.7508 -0.9171
O 0.4495 -3.2599 0.1781
N 0.7976 -4.9652 -1.2378
C 0.6740 -5.6965 -2.4814
H -0.9333 -2.1214 -1.5617
H 0.0248 -2.8657 -2.8595
H -1.4370 -3.6757 -2.2358
H 1.3430 -5.3699 -0.4945
H 0.2159 -6.6714 -2.2894
H 1.6644 -5.8527 -2.9126
H 0.0676 -5.1527 -3.1956
C 4.3372 -2.8993 -4.9725
C 3.1540 -3.8296 -5.0974
O 2.1346 -3.6682 -4.4515
N 3.2642 -4.8730 -5.9677
C 4.3897 -5.2220 -6.8121
H 4.0955 -2.1290 -4.2470
H 5.2182 -3.4423 -4.6278
H 4.5553 -2.4248 -5.9302
H 2.4416 -5.4537 -6.0034
H 4.0843 -5.2120 -7.8602
H 4.7433 -6.2245 -6.5636
H 5.2067 -4.5214 -6.6801
*
```



(6)
A gas-phase ion, CH3O2S2 (charge -1). Source: the OMol25 dataset; level of theory: ωB97M-V/def2-TZVPD.

Properties
Kohn-Sham gap = 0.2627 hartree

Geometry as ORCA input:
```
! RIJCOSX wB97M-V def2-TZVPD def2/J DEFGRID3
* xyz -1 1
C 1.2052 0.4144 -0.1976
O 0.7349 1.6321 -0.6591
O -0.7548 0.5380 1.4065
S -1.4119 -1.7713 -0.2568
S -0.5461 0.3592 -0.0209
H 1.8281 0.3074 0.5826
H 1.4631 -0.2528 -1.0378
H -2.5186 -1.2269 0.1831
*
```



(7)
C17H15NO3 in the gas phase. Source: the OMol25 dataset; level of theory: ωB97M-V/def2-TZVPD.

Properties
Kohn-Sham gap = 0.3475 hartree

Geometry as ORCA input:
```
! RIJCOSX wB97M-V def2-TZVPD def2/J DEFGRID3
* xyz 0 1
C 0.2876 -0.6728 -3.5375
O -0.3543 0.4521 -4.0918
C -0.5033 1.5407 -3.2218
C -1.4791 1.3196 -2.0533
N -0.8541 0.7039 -0.8821
C -1.3793 -0.5015 -0.4403
O -2.0418 -1.1948 -1.1822
C -1.2737 -0.8090 1.0072
C -2.4610 -1.2535 1.5903
C -2.5220 -1.5554 2.9352
C -1.3829 -1.4335 3.7162
C -0.1940 -1.0323 3.1412
C -0.1169 -0.7180 1.7838
C 1.1737 -0.3368 1.2085
C 2.3370 -0.9927 1.6118
C 3.5749 -0.6039 1.1402
C 3.6797 0.4752 0.2758
C 2.5382 1.1355 -0.1314
C 1.2799 0.7213 0.3048
C 0.1410 1.4729 -0.2784
O 0.1621 2.6746 -0.4148
H 1.2094 -0.3867 -3.0139
H 0.5361 -1.3232 -4.3743
H -0.3668 -1.2154 -2.8496
H -0.8980 2.3436 -3.8488
H 0.4747 1.8546 -2.8270
H -1.8765 2.2896 -1.7440
H -2.2903 0.6661 -2.3771
H -3.3349 -1.3507 0.9641
H -3.4516 -1.8847 3.3734
H -1.4210 -1.6585 4.7715
H 0.6915 -0.9356 3.7515
H 2.2587 -1.8311 2.2877
H 4.4610 -1.1348 1.4542
H 4.6463 0.7982 -0.0792
H 2.6005 1.9811 -0.8002
*
```



(8)
A molecular structure, C28H27F3N7NiO5P. Source: the OMol25 dataset; level of theory: ωB97M-V/def2-TZVPD.

Properties
⟨S²⟩ = 2.128
Kohn-Sham gap (alpha / beta) = 0.1932 / 0.1966 hartree

Geometry as ORCA input:
```
! RIJCOSX wB97M-V def2-TZVPD def2/J DEFGRID3
* xyz -2 3
Ni 0.0045 -0.7187 -0.5063
N -0.6157 -0.9581 -4.5742
C -0.8592 -0.7007 -3.2507
O -0.6302 -1.5517 -2.4081
C -1.4345 0.6575 -2.9357
C -2.3293 0.6785 -1.6952
H -0.0172 -1.7513 -4.7448
H -0.5214 -0.1797 -5.2033
H -1.9811 1.0117 -3.8136
H -0.5830 1.3278 -2.7762
H -3.1154 -0.0744 -1.8394
H -2.8404 1.6441 -1.6821
O 2.1783 -2.4862 4.5485
C 1.0782 -2.2984 3.7938
C -0.0211 -3.1337 4.2256
C -1.3492 -2.8534 4.1134
C -1.9799 -1.7827 3.4463
C -0.1283 -1.3417 1.8010
C 1.0191 -1.3742 2.8000
C 2.1813 -0.4327 2.5691
O 3.2413 -0.6283 3.2575
O 2.0931 0.4173 1.6543
H 2.8327 -1.7896 4.1738
H 0.2663 -3.9618 4.8646
H -2.0126 -3.5095 4.6702
H -3.0214 -1.5915 3.6796
H 0.1125 -0.4507 1.2055
C 5.1135 0.7342 -1.1085
N 4.0416 1.2679 -1.9510
C 4.0469 0.5404 -3.2163
N 3.9565 -0.9142 -3.0966
C 5.0381 -1.3628 -2.2152
N 5.0568 -0.7106 -0.9126
C 3.9035 -1.1078 -0.0798
P 2.2701 -0.6289 -0.8212
C 2.7400 1.1231 -1.2627
C 2.6457 -1.3062 -2.5270
H 5.0645 1.2194 -0.1330
H 6.0699 0.9788 -1.5816
H 4.9783 0.7771 -3.7396
H 3.2082 0.8925 -3.8231
H 5.9894 -1.1574 -2.7161
H 4.9424 -2.4396 -2.0658
H 3.9834 -0.6445 0.9046
H 3.8987 -2.1882 0.0545
H 2.7563 1.6942 -0.3316
H 1.9538 1.5438 -1.8958
H 1.8677 -0.9616 -3.2091
H 2.5845 -2.3964 -2.4796
F -6.5447 5.1729 2.4883
C -6.1523 4.9759 1.2085
F -5.6769 6.1577 0.7641
F -7.2919 4.7399 0.5113
C -5.1645 3.8685 1.0780
C -3.9520 4.0576 0.4383
C -3.0553 3.0029 0.3324
C -3.3415 1.7392 0.8501
C -4.5625 1.5804 1.5161
C -5.4656 2.6227 1.6224
C -2.3224 0.6274 0.7754
C -1.6310 0.3214 -0.3968
H -3.7009 5.0310 0.0371
H -2.0875 3.1658 -0.1280
H -4.7740 0.6128 1.9523
H -6.4103 2.4792 2.1354
O 1.9209 -3.0764 0.5809
N 0.7118 -3.4295 0.4225
C -0.2524 -2.6497 0.9082
C -1.4798 -1.0055 2.3967
N -2.3139 -0.0675 1.9415
C -1.5477 -3.2736 0.7597
N -2.5829 -3.7742 0.6391
*
```



(9)
C6H10 in the gas phase. Source: the OMol25 dataset; level of theory: ωB97M-V/def2-TZVPD.

Properties
Kohn-Sham gap = 0.3644 hartree

Geometry as ORCA input:
```
! RIJCOSX wB97M-V def2-TZVPD def2/J DEFGRID3
* xyz 0 1
C -2.1036 -0.6103 0.1221
C -0.6740 -0.2456 -0.1093
C 0.3181 -1.0980 -0.3963
C 1.6621 -0.4095 -0.3885
C 1.3175 0.8844 0.3806
C -0.1544 1.1596 0.0604
H -2.7371 -0.3797 -0.7388
H -2.1025 -1.6721 0.3306
H -2.5600 -0.0974 0.9813
H 0.2094 -2.1674 -0.5796
H 2.4477 -0.9948 0.1081
H 2.0265 -0.2112 -1.4097
H 1.3338 0.6790 1.4544
H 1.9836 1.7144 0.1539
H -0.3066 1.7618 -0.8487
H -0.6606 1.6868 0.8794
*
```



| no. | largest force on an atom (eV/A) |
| --- | --- |
| 1 | 2.0 |
| 2 | 1.9 |
| 3 | 2.8 |
| 4 | 4.4 |
| 5 | 2.2 |
| 6 | 6.0 |
| 7 | 0.6 |
| 8 | 0.8 |
| 9 | 0.6 |